Record 1
# C25H37BIN3O6PS

A cluster of 2 separate species, C25H37BIN3O6PS in total in a non-equilibrium geometry (wB97M-V/def2-TZVPD, the Open Molecules 2025 dataset).

Values from the calculation:
total charge = +1
LUMO = -4.27 eV
M = 676.34 g mol⁻¹
HOMO = -11.4 eV
max |F| = 1.18 eV/Å

Last column: Löwdin charge in e.
Positions of all 75 atoms, in Å:
C 3.71 1.63 0.76  -0.10
C 3.16 1.50 -0.66  -0.25
C 2.09 2.54 -0.99  -0.19
C 0.83 1.97 -1.66  -0.20
C -0.39 2.09 -0.75  -0.18
C -1.64 1.46 -1.35  -0.12
N -1.75 0.02 -1.02  0.06
C -1.55 -0.90 -1.98  -0.14
N -1.35 -0.47 -3.29  0.22
C -0.26 -0.25 -3.81  -0.29
O 0.70 -0.03 -4.41  0.22
C -1.60 -2.26 -1.70  -0.07
C -1.35 -3.27 -2.78  -0.16
C 0.13 -3.74 -2.89  -0.75
C 1.14 -2.98 -2.06  -0.16
I 0.75 -3.70 -4.93  0.94
C -1.90 -2.65 -0.41  0.05
C -1.99 -4.13 -0.14  -0.41
O -3.04 -4.67 -0.18  0.22
O -0.84 -4.80 -0.05  0.22
B 0.13 -4.60 0.94  -0.63
C 1.57 -5.17 0.73  0.03
O -0.25 -3.93 2.06  0.21
C -2.19 -1.69 0.57  -0.22
O -2.58 -2.02 1.82  -0.05
C -3.96 -2.44 1.97  -0.09
C -4.95 -1.33 1.78  -0.44
C -6.33 -1.77 2.29  -0.01
O -4.97 -1.04 0.38  -0.06
C -2.08 -0.35 0.24  -0.22
P -2.53 0.89 1.53  0.53
S -4.06 2.01 1.11  0.28
H 4.29 0.75 1.03  0.07
H 4.32 2.52 0.85  0.07
H 2.87 1.70 1.46  0.07
H 2.76 0.49 -0.76  0.09
H 3.98 1.57 -1.37  0.11
H 2.53 3.27 -1.67  0.11
H 1.83 3.05 -0.07  0.10
H 0.64 2.42 -2.63  0.12
H 1.00 0.90 -1.78  0.09
H -0.59 3.13 -0.48  0.13
H -0.11 1.57 0.17  0.09
H -2.56 1.95 -1.06  0.07
H -1.56 1.55 -2.42  0.12
H -1.68 -2.86 -3.72  0.08
H -1.98 -4.13 -2.59  0.13
H 0.16 -4.78 -2.59  0.07
H 0.88 -2.98 -1.00  0.06
H 2.11 -3.46 -2.15  0.08
H 1.28 -1.95 -2.39  0.06
H 1.66 -5.78 -0.16  0.07
H 1.87 -5.73 1.61  0.08
H 2.26 -4.33 0.62  0.07
H 0.51 -3.48 2.45  0.13
H -4.04 -2.83 2.97  0.14
H -4.20 -3.24 1.28  0.13
H -4.68 -0.43 2.33  0.08
H -6.94 -2.03 1.42  0.09
H -6.83 -0.95 2.79  0.08
H -6.29 -2.65 2.92  0.08
H -5.36 -0.17 0.26  0.05
H -1.37 1.64 1.77  -0.01
H -2.69 0.11 2.66  0.01
N 3.42 5.80 2.19  0.05
C 4.47 5.79 3.01  -0.16
C 5.74 6.21 2.63  -0.07
C 5.93 6.66 1.34  -0.08
C 4.84 6.68 0.47  -0.07
C 3.62 6.24 0.95  -0.17
H 4.28 5.42 4.01  0.10
H 6.55 6.18 3.34  0.10
H 6.90 6.99 1.01  0.11
H 4.94 7.03 -0.55  0.10
H 2.74 6.25 0.31  0.10

Record 2
# C3H4OS

The molecule C3H4OS in a non-equilibrium geometry (wB97M-V/def2-TZVPD, the Open Molecules 2025 dataset).

Values from the calculation:
LUMO = 0.75 eV
relative energy (zero: lowest compared OMol25 entry of this formula, charge and spin) = 69.84 kcal/mol
M = 88.13 g mol⁻¹
HOMO = -9.2 eV
max |F| = 2.91 eV/Å

Last column: natural (NBO) charge in e.
Positions of all 9 atoms, in Å:
C -1.06 -1.73 -0.06  -0.42
C -0.25 -0.76 -0.42  -0.11
C 0.52 0.51 -0.19  -0.69
O 0.61 -2.82 -2.10  -0.94
S -0.55 -1.98 -1.83  1.17
H -1.22 -2.11 0.97  0.24
H 1.32 0.19 0.44  0.25
H -0.10 1.09 0.59  0.24
H 0.81 1.34 -0.98  0.26

no.,HOMO-LUMO gap (eV)
1,7.132
2,9.985